This record from OMol25 describes a cluster of 2 separate species, CH9N5 in total at a distorted geometry. The level of theory is ωB97M-V/def2-TZVPD.

Each line ends with the natural charge from an NBO analysis.
Element x y z (Å)
C 3.561 0.942 0.488  -0.02
N 4.075 -0.088 -0.063  -0.18
N -4.479 -0.507 -0.579  -0.20
N -3.169 1.200 -0.170  -0.55
N 4.078 -1.347 0.219  -0.55
N -4.055 0.315 0.191  0.07
H 2.915 0.735 1.377  0.21
H 3.643 1.923 0.273  0.25
H 4.458 0.097 -0.992  0.44
H -3.961 -0.619 -1.437  0.37
H -2.971 1.206 -1.143  0.42
H -2.713 1.793 0.518  0.44
H 4.898 -1.841 -0.220  0.43
H 3.917 -1.555 1.195  0.41
H -4.486 0.436 1.140  0.46

Its LUMO energy is -7.742 eV. Its total charge is +2. The orbital gap is 0.3706 Ha. As for the strongest force on any atom: 5.86 eV Å⁻¹. As for the relative energy (zero: lowest compared OMol25 entry of this formula, charge and spin): 113.8 kcal per mole.


This record from OMol25 describes a structure of composition C43H37N9O5S2Y. The level of theory is ωB97M-V/def2-TZVPD.

Each line ends with the Mulliken charge.
Element x y z (Å)
Y 0.461 0.741 -1.069  -0.31
N 0.564 1.638 3.305  0.07
C -0.093 0.438 3.519  0.86
C -0.613 -0.154 4.661  -1.29
C -1.122 -1.432 4.517  -0.85
C -1.116 -2.087 3.277  -1.17
C -0.607 -1.486 2.145  -0.05
C -0.093 -0.199 2.275  0.52
N 0.543 0.616 1.347  1.53
C 0.921 1.688 2.005  -0.06
C 1.723 2.708 1.355  -1.13
C 2.364 3.781 1.876  -0.14
S 3.268 4.555 0.644  -0.24
C 2.755 3.363 -0.479  -0.68
N 1.949 2.493 0.023  0.96
H 0.664 2.389 3.964  0.25
H -0.595 0.344 5.623  0.45
H -1.516 -1.946 5.385  0.52
H -1.511 -3.092 3.212  0.49
H -0.570 -2.005 1.197  0.08
H 2.361 4.140 2.893  0.42
H 3.085 3.336 -1.509  0.45
N -4.807 -1.589 4.470  -0.60
C -4.484 -1.180 3.168  0.75
C -4.770 -1.996 2.074  -0.95
C -4.462 -1.581 0.788  -0.33
C -3.862 -0.348 0.596  -0.68
C -3.585 0.483 1.676  0.04
C -3.910 0.073 2.953  -0.66
S -3.362 0.183 -1.014  1.20
O -3.314 1.624 -0.966  -0.63
O -4.229 -0.421 -1.989  -0.78
N -1.828 -0.299 -1.145  0.24
C -1.441 -1.587 -1.277  0.19
N -2.239 -2.652 -1.245  -0.41
C -1.630 -3.836 -1.346  -0.56
C -0.265 -3.994 -1.472  -0.71
C 0.492 -2.829 -1.488  0.26
N -0.088 -1.645 -1.392  0.00
H -4.837 -2.590 4.585  0.25
H -4.231 -1.156 5.177  0.27
H -5.233 -2.964 2.234  0.32
H -4.668 -2.209 -0.068  0.53
H -3.123 1.450 1.507  0.29
H -3.691 0.715 3.800  0.30
H -2.285 -4.702 -1.319  0.41
H 0.196 -4.967 -1.544  0.48
H 1.576 -2.841 -1.554  0.17
C -3.034 2.678 -4.008  -1.09
C -2.035 3.828 -4.069  -1.59
C -1.445 4.241 -2.714  2.84
C -0.392 5.351 -2.971  -1.37
C 0.212 5.990 -1.723  -0.90
C -2.517 4.838 -1.816  -0.23
O -3.343 5.624 -2.228  -0.68
N -2.438 4.519 -0.484  0.33
C -1.574 3.591 0.100  -0.75
O -1.599 3.437 1.308  -0.75
N -0.729 2.915 -0.728  1.09
C -0.723 3.098 -2.041  0.49
O -0.014 2.313 -2.733  -1.18
H -3.461 2.501 -4.996  0.56
H -3.851 2.891 -3.317  0.26
H -2.560 1.755 -3.676  0.10
H -2.512 4.717 -4.485  0.49
H -1.200 3.561 -4.719  0.46
H -0.882 6.116 -3.576  0.44
H 0.392 4.897 -3.581  0.50
H -0.539 6.540 -1.152  0.24
H 0.998 6.693 -2.002  0.53
H 0.654 5.241 -1.062  0.00
H -3.132 4.925 0.127  0.32
C 2.624 -0.013 -1.480  -0.44
C 3.165 -1.073 -1.131  0.61
C 3.686 -2.306 -0.675  -1.33
C 3.467 -2.594 0.731  0.15
C 3.241 -1.533 1.646  -0.25
C 2.952 -1.756 2.981  -0.58
C 2.855 -3.047 3.493  -0.53
C 3.053 -4.108 2.616  -0.83
C 3.352 -3.897 1.278  -0.27
C 4.226 -3.219 -1.665  0.86
C 3.933 -3.043 -3.039  -0.46
C 4.435 -3.890 -4.013  -0.71
C 5.272 -4.952 -3.682  -0.49
C 5.611 -5.122 -2.346  -0.60
C 5.111 -4.282 -1.363  -0.36
H 3.303 -0.519 1.271  0.53
H 2.794 -0.903 3.636  0.33
H 2.623 -3.220 4.537  0.39
H 2.957 -5.128 2.973  0.35
H 3.440 -4.759 0.633  0.53
H 3.302 -2.210 -3.328  0.30
H 4.169 -3.714 -5.050  0.36
H 5.665 -5.613 -4.445  0.36
H 6.294 -5.915 -2.059  0.35
H 5.453 -4.416 -0.347  0.54

Its LUMO energy is 1.706 eV. Its total charge is -1. The orbital gap is 0.1504 Ha. As for the strongest force on any atom: 0.72 eV Å⁻¹. As for the relative energy (zero: lowest compared OMol25 entry of this formula, charge and spin): 0.0 kcal per mole.


This record from OMol25 describes a structure of composition C7H14 at a distorted geometry. The level of theory is ωB97M-V/def2-TZVPD.

Each line ends with the natural charge from an NBO analysis.
Element x y z (Å)
C 0.398 1.600 0.072  -0.40
C -1.062 1.394 -0.358  -0.40
C -1.739 0.137 0.195  -0.39
C -1.060 -1.203 -0.209  -0.44
C 0.278 -1.482 0.529  -0.38
C 1.510 -0.803 0.071  -0.35
C 1.422 0.628 -0.534  -0.44
H 0.470 1.545 1.165  0.20
H 0.684 2.623 -0.208  0.21
H -1.112 1.376 -1.458  0.19
H -1.646 2.272 -0.047  0.21
H -1.793 0.204 1.292  0.20
H -2.783 0.130 -0.158  0.21
H -1.747 -2.014 0.042  0.22
H -0.937 -1.209 -1.300  0.20
H 0.072 -1.425 1.592  0.19
H 1.148 -2.437 0.887  0.18
H 2.065 -1.586 1.070  0.16
H 2.176 -1.377 -0.558  0.20
H 2.421 1.063 -0.454  0.22
H 1.235 0.562 -1.630  0.21

Its LUMO energy is 1.026 eV. Its total charge is 0. The orbital gap is 0.3838 Ha. As for the strongest force on any atom: 3.48 eV Å⁻¹. As for the relative energy (zero: lowest compared OMol25 entry of this formula, charge and spin): 94.5 kcal per mole.


This record from OMol25 describes a cluster of 2 separate species, C6H8OSi in total at a distorted geometry. The level of theory is ωB97M-V/def2-TZVPD.

Each line ends with the natural charge from an NBO analysis.
Element x y z (Å)
C 0.345 2.915 1.881  -0.20
C -0.544 0.042 -3.025  -0.22
C 0.330 1.811 1.399  -0.55
C -0.824 -0.824 -2.225  -0.21
C -1.900 -0.882 1.077  -0.07
C 1.961 -0.812 -0.087  -1.09
O -0.551 -0.953 0.929  -0.87
Si 0.711 -0.008 1.086  1.49
H 0.210 4.013 2.068  0.25
H -0.262 0.761 -3.636  0.21
H -1.119 -1.536 -1.583  0.22
H -2.199 0.154 1.223  0.13
H -2.572 -1.579 1.641  0.17
H 1.512 -1.778 -0.176  0.25
H 1.980 -0.325 -1.003  0.24
H 2.923 -0.999 0.431  0.25

Its LUMO energy (alpha / beta) is -0.015 / 0.314 eV. Its total charge is 0. The orbital gap (alpha / beta) is 0.2985 / 0.2578 Ha. As for the strongest force on any atom: 5.76 eV Å⁻¹. As for the relative energy (zero: lowest compared OMol25 entry of this formula, charge and spin): 130.4 kcal per mole.


This record from OMol25 describes a structure of composition C5H14P2 at a distorted geometry. The level of theory is ωB97M-V/def2-TZVPD.

Each line ends with the natural charge from an NBO analysis.
Element x y z (Å)
C 2.602 1.752 0.489  -0.60
C -2.432 -1.309 0.691  -0.64
C 1.488 -1.613 -0.269  -0.95
C 1.410 0.976 -0.305  -0.75
C -1.651 -0.378 -0.225  -0.64
P -2.293 1.260 -0.651  0.29
P 0.641 -0.337 0.690  0.78
H 3.246 0.947 0.473  0.20
H 2.967 2.626 -0.021  0.21
H 2.371 2.065 1.475  0.21
H -3.317 -1.667 0.162  0.21
H -2.675 -0.764 1.526  0.20
H -1.844 -2.116 0.992  0.21
H 2.501 -1.427 -0.338  0.23
H 1.159 -1.358 -1.303  0.22
H 1.328 -2.593 -0.037  0.22
H 1.806 0.501 -1.279  0.21
H 0.581 1.591 -0.603  0.23
H -1.560 -0.981 -1.201  0.21
H -3.675 0.934 -0.790  -0.03
H -2.651 1.891 0.525  -0.03

Its LUMO energy is 0.603 eV. Its total charge is 0. The orbital gap is 0.3246 Ha. As for the strongest force on any atom: 3.42 eV Å⁻¹. As for the relative energy (zero: lowest compared OMol25 entry of this formula, charge and spin): 67.6 kcal per mole.


This record from OMol25 describes a structure of composition C15H40Cl2N4O7V at a distorted geometry. The level of theory is ωB97M-V/def2-TZVPD.

Each line ends with the natural charge from an NBO analysis.
Element x y z (Å)
O 1.520 -0.265 0.239  -0.51
V 2.201 0.011 -1.168  1.38
Cl 2.225 -2.593 -1.640  -0.67
Cl 2.250 2.593 -0.846  -0.65
C -0.690 0.500 -2.907  0.81
O 0.311 0.196 -2.226  -0.69
N -0.624 0.637 -4.235  -0.81
N -1.887 0.634 -2.553  -0.78
H 0.225 0.495 -4.763  0.41
H -1.475 0.888 -4.717  0.38
H -2.691 0.955 -3.073  0.40
H -2.038 0.569 -1.556  0.43
C 1.867 -2.682 2.842  -0.63
C 0.581 -2.241 3.568  -0.05
O 0.145 -1.022 3.028  -0.73
H 1.597 -2.709 1.786  0.24
H 1.998 -3.714 3.166  0.20
H 2.661 -2.019 3.186  0.20
H 0.763 -2.103 4.634  0.15
H -0.238 -2.944 3.418  0.15
H -0.267 -0.493 3.715  0.47
C -1.800 -1.699 0.674  -0.25
O -2.860 -1.081 -0.050  -0.56
C -4.071 -1.614 0.573  -0.09
C -5.296 -0.972 -0.130  -0.24
N -5.732 0.105 0.776  -0.61
C -6.961 0.737 0.336  -0.27
C -7.509 1.599 1.440  -0.07
O -6.632 2.610 1.967  -0.53
C -6.305 3.588 0.964  -0.27
H -1.960 -2.776 0.625  0.16
H -1.931 -1.490 1.736  0.17
H -0.841 -1.306 0.337  0.22
H -4.206 -1.634 1.654  0.20
H -4.219 -2.686 0.438  0.16
H -6.127 -1.672 -0.225  0.19
H -4.948 -0.659 -1.114  0.17
H -5.034 0.833 0.727  0.35
H -7.630 -0.106 0.161  0.20
H -6.710 1.073 -0.670  0.17
H -7.721 0.948 2.288  0.20
H -8.450 2.062 1.143  0.17
H -7.098 4.330 0.866  0.17
H -6.001 3.218 -0.015  0.17
H -5.445 4.126 1.362  0.20
C 2.959 0.314 -4.313  -0.26
O 3.446 0.186 -2.983  -0.56
C 4.871 0.392 -2.822  -0.06
C 5.304 -0.308 -1.535  -0.25
N 4.369 0.064 -0.441  -0.62
C 4.748 -0.642 0.843  -0.26
C 6.151 -0.131 1.308  -0.09
O 6.203 1.328 1.472  -0.54
C 5.551 1.866 2.529  -0.27
H 2.163 -0.411 -4.480  0.21
H 3.614 -0.069 -5.096  0.19
H 2.624 1.330 -4.523  0.20
H 5.148 1.444 -2.895  0.20
H 5.381 -0.082 -3.661  0.19
H 6.307 0.020 -1.261  0.20
H 5.290 -1.397 -1.549  0.23
H 4.677 1.004 -0.237  0.40
H 4.699 -1.718 0.673  0.23
H 3.968 -0.535 1.597  0.23
H 6.919 -0.530 0.645  0.20
H 6.216 -0.633 2.273  0.18
H 4.480 1.767 2.705  0.19
H 5.825 2.920 2.580  0.20
H 6.138 1.594 3.406  0.16

Its LUMO energy (alpha / beta) is 0.233 / 0.239 eV. The expectation value of S² is 0.79. Its total charge is 0. The orbital gap (alpha / beta) is 0.3238 / 0.3254 Ha. The multiplicity is 2. As for the strongest force on any atom: 7.22 eV Å⁻¹.